C12H12N4O3 | ωB97M-V with the def2-TZVPD basis set

The structure (SMILES) is Cc1nc(/C(N)=N/OC(=O)Cc2ccccc2)no1. The calculation puts the lowest unoccupied orbital energy at 0.01 eV. Its energy above the lowest of the compared OMol25 structures with the same formula, charge and spin is 1.8302 eV. For the calculated total energy, the calculation gives -24737.0983 eV. The value obtained for the gap between HOMO and LUMO is 9.2378 eV.

XYZ file:
```
31
Properties=species:S:1:pos:R:3:forces:R:3:mulliken_charge:R:1
H 0.720999 2.963183 0.157395 0.5367 -0.1111 -0.6218 0.4363
C -0.230190 4.239828 1.491010 2.2386 2.9917 1.3073 -0.2419
C -1.411006 1.225679 -0.385034 1.5409 0.5664 -2.1158 -0.6843
H 2.120373 -7.207304 -3.370306 -1.3110 -0.5772 -0.5282 0.3302
H 3.743843 -6.699269 -3.452574 -0.5074 -0.1903 1.2559 0.2589
C 1.735047 -3.921643 -1.514050 1.3374 -1.7208 2.4001 0.6038
O 2.940299 -5.559613 -0.662444 -2.4889 0.1834 -0.2791 -0.1419
C -2.206281 3.558992 2.557347 0.5597 0.2343 -0.8218 -0.5137
H -3.025653 3.731746 3.221047 -0.4375 -0.1982 0.3241 0.3736
C -0.128952 3.114649 0.775540 -1.1851 -1.5574 -0.9603 -0.4926
H -3.114468 1.868786 1.491813 0.3756 0.1189 0.7988 0.2733
C -1.226123 2.234574 0.745932 0.1995 -0.3751 -0.2660 0.6097
H -0.850033 1.786032 -1.243243 -1.0902 -1.5307 0.9861 0.2648
C 2.506022 -5.811035 -1.897773 3.0285 -1.0776 -1.2438 0.7320
H 3.169221 -7.779418 -1.976567 -0.1145 0.8074 -1.7819 0.2992
H -2.449597 0.990200 -0.762656 0.8986 0.6650 0.8127 0.3716
N 0.773918 -1.802626 -0.907943 0.2525 -0.8206 2.5091 -0.5531
N 2.248689 -4.388494 -0.303149 -0.5454 2.6108 -2.3971 -0.3488
C -2.197263 2.451690 1.666475 -2.0270 0.4563 0.3297 -0.3996
C -1.224135 4.538034 2.436372 -0.2340 -1.2624 -0.4962 -0.5104
C 2.909894 -6.945972 -2.732015 2.5350 -1.8903 1.9908 -1.0371
H 0.629672 4.949419 1.335024 -1.0164 -0.5265 0.4461 0.2437
O -0.852958 -0.694882 1.011945 0.2202 1.9170 -4.1726 -0.5548
O -0.056489 -0.657363 -1.146522 0.3870 -0.4592 -2.0887 -0.1021
N 1.961777 -4.856176 -2.493471 -2.7306 3.0602 -0.6037 -0.3943
N 0.421275 -2.420558 -3.123019 1.8838 -3.9700 -0.6568 -0.4166
H 0.022091 -1.515036 -3.262165 -0.0199 0.1126 -0.2328 0.2375
C 0.954454 -2.676974 -1.841487 -1.6809 2.7761 -0.9860 0.1489
C -0.759578 -0.136703 -0.113957 0.2550 -2.1477 4.9644 0.5503
H 0.667259 -3.116554 -3.935232 -0.8151 2.2497 2.3440 0.2766
H -1.213128 5.458537 3.020819 -0.0451 -0.3348 -0.2164 0.3808
```
Positions in Å, forces in eV/Å.

---

C12H12NO | ωB97M-V with the def2-TZVPD basis set

The structure (SMILES) is Oc1cc[nH+]c(Cc2ccccc2)c1. The calculation puts the lowest unoccupied orbital energy at -4.04 eV. Its energy above the lowest of the compared OMol25 structures with the same formula, charge and spin is 0.0000 eV. For the calculated total energy, the calculation gives -16170.3465 eV. Its net charge is +1. The value obtained for the gap between HOMO and LUMO is 8.3685 eV.

XYZ file:
```
26
Properties=species:S:1:pos:R:3:forces:R:3:mulliken_charge:R:1
H -1.760675 2.591247 -3.318307 0.0204 0.0003 -0.0676 0.4575
C 0.361808 -1.445094 -0.513792 0.0309 0.1415 0.0855 -1.0712
H -0.364381 -2.257112 -0.467940 0.1166 -0.1564 -0.0265 0.3857
C 1.602288 0.058256 1.071555 0.0527 0.0478 -0.0251 -0.2372
C -0.286439 -0.322781 -1.263665 0.1499 0.0384 -0.2056 0.1768
H 2.004620 0.584997 0.213242 0.0244 0.0363 -0.0173 0.3445
H 0.227182 1.288253 -4.127807 0.0677 -0.0720 -0.0035 0.3907
C 1.447240 -0.212981 3.449048 0.1296 0.1487 0.0147 -0.4199
H -0.401127 -2.550897 1.850608 -0.0370 -0.0228 0.0209 0.3454
C 0.252038 -1.699012 1.991577 -0.0349 -0.0122 -0.0981 -0.2898
C 0.603018 -1.293718 3.269882 -0.0377 -0.0143 0.1597 -0.6077
C 0.747397 -1.020095 0.886898 -0.1140 -0.0899 0.0503 0.5159
H 2.625438 1.299490 2.471415 0.0178 0.0312 0.0748 0.3966
C -1.929393 1.398947 -1.532348 -0.0036 0.0097 0.0995 0.5353
H 0.217755 -1.814715 4.135432 -0.0337 -0.0668 -0.0335 0.3862
C -1.346048 1.768356 -2.757197 -0.3045 0.1867 0.3742 -0.4804
H 1.720671 0.109609 4.443752 -0.0136 -0.0332 0.0411 0.3944
H -1.789329 0.100865 0.179707 0.0041 -0.0032 0.0374 0.4761
C -0.269707 1.070323 -3.194683 0.1362 -0.0188 -0.0903 -0.4086
N 0.223768 0.052692 -2.454494 0.0367 -0.0172 -0.0195 0.0250
H -3.764662 1.582474 -0.951954 0.0770 -0.0379 0.3229 0.3628
C -1.378499 0.362674 -0.785158 -0.2920 0.1058 -0.0717 -0.2214
H 1.249420 -1.787801 -1.047552 -0.0558 -0.1290 -0.1236 0.3898
O -2.972856 2.120913 -1.080185 0.0463 -0.0238 -0.4783 -0.5054
C 1.954313 0.461934 2.347511 0.0010 0.0094 -0.0888 -0.6317
H 1.026160 -0.446822 -2.815545 0.0154 -0.0584 0.0683 0.2906
```
Positions in Å, forces in eV/Å.

---

Which of these has the lowest lowest unoccupied orbital energy? C12H12NO